# 1
{"formula": "C6H7NO2", "method": "the ωB97M-V functional and the def2-TZVPD basis", "relative_energy_kj_mol": 473.08, "homo_energy_ev": -10.464, "multiplicity": 1, "lumo_ha": 0.0233, "orbital_gap_ev": 11.1, "symbols": ["C", "C", "C", "C", "C", "C", "H", "H", "H", "H", "H", "H", "H", "N", "O", "O"], "coordinates": [[1.688399, 2.735550, -0.430499], [1.221699, 1.893266, 0.550052], [-0.125357, 1.232879, 0.396056], [-1.248881, -0.766544, 0.148928], [-0.809251, -2.352473, 0.201005], [0.061663, -2.682901, -0.902493], [0.994097, 2.787938, -1.678893], [2.580216, 3.402286, -0.125091], [1.494673, 1.544628, 1.586769], [-1.717464, -0.570040, -0.864706], [-1.689072, -0.567689, 1.018978], [-0.407021, -2.456486, 1.069320], [-1.556693, -2.854927, 0.276793], [0.702889, -2.960930, -1.735558], [-1.236052, 1.734622, 0.182296], [0.046155, -0.119180, 0.307043]], "forces_ev_per_angstrom": [[-1.36, -0.49, -0.18], [-1.42, 0.70, -0.71], [-1.45, 0.08, -2.67], [3.73, -3.64, -3.98], [4.88, 8.86, -5.02], [-5.31, 1.91, 6.89], [2.51, 0.06, 4.53], [-1.37, -1.21, -1.37], [1.07, 1.30, -1.19], [0.31, 0.23, 1.68], [-2.98, 0.87, 2.85], [3.41, -0.58, 5.30], [-9.14, -6.17, -0.08], [5.41, -2.23, -7.04], [2.62, -0.58, 1.03], [-0.92, 0.89, -0.01]]}

---

# 2
{"formula": "C3H4N2O3", "method": "the ωB97M-V functional and the def2-TZVPD basis", "relative_energy_kj_mol": 846.90, "homo_energy_ev": -9.831, "multiplicity": 1, "lumo_ha": 0.0049, "orbital_gap_ev": 10.0, "symbols": ["C", "C", "C", "H", "H", "H", "H", "N", "N", "O", "O", "O"], "coordinates": [[2.199474, -0.579182, -0.079521], [0.783946, 0.104233, 0.003951], [-1.336510, 0.600024, 0.004882], [2.787332, -0.727750, 1.004018], [2.819247, 0.470237, -0.396340], [2.307471, -1.657946, -0.596552], [-3.849486, -0.588693, 0.650363], [0.788381, 1.406098, 0.150149], [-2.529504, 0.619538, 0.134149], [-0.671580, 1.669862, -0.418818], [-2.840665, -0.732214, -0.172100], [-0.458102, -0.584204, -0.284183]], "forces_ev_per_angstrom": [[2.03, 1.36, 2.08], [0.48, -0.63, -0.48], [6.00, 0.36, -3.51], [-2.25, 0.20, -2.45], [-1.19, -3.69, -0.09], [-0.42, 3.12, 0.64], [4.15, -1.86, -4.01], [-2.60, -2.27, -1.96], [-3.00, -1.05, -0.02], [2.19, 0.27, 2.81], [-7.15, 0.48, 5.07], [1.75, 3.71, 1.94]]}

---

# 3
{"formula": "C28H32N2OSSiV", "method": "the ωB97M-V functional and the def2-TZVPD basis", "relative_energy_kj_mol": 0.00, "charge": 1, "homo_energy_ev": [-10.662, -10.779], "multiplicity": 3, "lumo_ha": [-0.0996, -0.0989], "orbital_gap_ev": [8.0, 8.1], "symbols": ["V", "C", "C", "C", "C", "C", "C", "N", "N", "Si", "C", "C", "C", "H", "H", "H", "H", "H", "H", "H", "H", "H", "H", "H", "H", "H", "H", "H", "O", "S", "C", "C", "C", "C", "C", "C", "C", "C", "C", "C", "C", "C", "H", "H", "H", "H", "H", "H", "H", "H", "H", "H", "C", "C", "C", "C", "C", "C", "C", "H", "H", "H", "H", "H", "H", "H"], "coordinates": [[-0.327188, -0.128385, -0.225792], [1.745042, -3.255207, 0.615014], [1.137098, -2.404421, 1.688607], [1.374376, -2.621799, 3.032950], [0.763742, -1.790384, 3.967512], [-0.062681, -0.757663, 3.569123], [-0.283315, -0.591850, 2.201135], [0.308502, -1.424358, 1.309555], [-1.019154, 0.374126, 1.549129], [-2.621167, 0.859672, 2.082326], [-3.628728, -0.681853, 2.415592], [-2.549994, 1.925144, 3.619354], [-3.394298, 1.839047, 0.690628], [1.212196, -4.204626, 0.538160], [2.786447, -3.478619, 0.840275], [1.691379, -2.747278, -0.347459], [2.031593, -3.421837, 3.341652], [0.949805, -1.945862, 5.022506], [-0.511400, -0.082188, 4.280560], [-3.200035, -1.288495, 3.215585], [-3.720247, -1.310486, 1.526361], [-4.637944, -0.397785, 2.723776], [-2.194265, 1.375260, 4.491283], [-3.542728, 2.306907, 3.868447], [-1.891881, 2.783457, 3.470848], [-3.329565, 1.337232, -0.277973], [-2.940885, 2.825482, 0.593492], [-4.452600, 1.986944, 0.919789], [-1.258724, -0.747044, -1.878714], [-1.880247, -2.016255, -2.479342], [-3.559119, -1.521461, -2.793975], [-3.877963, -0.178615, -2.939084], [-5.197303, 0.163250, -3.182779], [-6.169147, -0.826082, -3.284308], [-5.832831, -2.163734, -3.133854], [-4.516998, -2.519444, -2.877615], [-1.204055, -2.071820, -4.119657], [-1.014815, -0.906467, -4.848949], [-0.484607, -1.004968, -6.122470], [-0.160451, -2.251056, -6.651534], [-0.355289, -3.405872, -5.909309], [-0.876684, -3.319785, -4.625842], [-3.111565, 0.581300, -2.847949], [-5.469328, 1.204117, -3.293736], [-7.196933, -0.548355, -3.475112], [-6.593734, -2.928492, -3.204432], [-4.242516, -3.558571, -2.740448], [-1.261431, 0.055811, -4.419238], [-0.324996, -0.111089, -6.710312], [0.250780, -2.317473, -7.649729], [-0.094951, -4.370579, -6.321984], [-1.022790, -4.211215, -4.028070], [1.362811, 0.934760, -0.641765], [0.579476, 1.847861, -1.490080], [0.674938, 1.803558, -2.891865], [-0.174537, 2.546907, -3.684782], [-1.168643, 3.337270, -3.108396], [-1.289756, 3.382223, -1.732364], [-0.428380, 2.641690, -0.924787], [1.706521, 1.360927, 0.302201], [2.165791, 0.407211, -1.155030], [1.443804, 1.189226, -3.345988], [-0.062807, 2.525206, -4.762009], [-1.825858, 3.926460, -3.734044], [-2.046480, 4.007252, -1.276854], [-0.502206, 2.714196, 0.154997]], "forces_ev_per_angstrom": [[0.03, 0.34, 0.21], [-0.02, 0.05, 0.02], [-0.04, -0.02, -0.01], [0.02, -0.01, 0.03], [-0.01, 0.00, -0.03], [-0.02, 0.00, -0.05], [0.01, -0.07, 0.01], [0.04, 0.04, -0.35], [-0.19, -0.27, -0.28], [0.01, 0.16, 0.10], [-0.01, 0.08, 0.00], [-0.01, -0.04, -0.08], [-0.01, -0.04, 0.08], [-0.01, 0.00, -0.02], [0.00, 0.00, -0.01], [0.02, -0.02, -0.01], [0.00, 0.00, 0.01], [0.00, 0.00, 0.00], [-0.01, 0.01, 0.02], [0.02, 0.00, 0.00], [0.02, 0.01, -0.02], [-0.01, -0.03, 0.01], [0.01, -0.01, 0.02], [-0.02, 0.00, -0.03], [0.01, 0.00, 0.00], [0.00, -0.02, 0.00], [0.00, 0.01, 0.01], [-0.01, 0.01, -0.03], [0.28, 0.15, 0.44], [-0.15, -0.08, -0.17], [0.02, 0.01, 0.02], [0.06, 0.02, 0.02], [-0.03, -0.02, -0.01], [0.01, 0.02, 0.00], [0.00, 0.03, -0.01], [0.04, -0.07, 0.01], [-0.02, -0.08, 0.08], [-0.01, 0.07, 0.01], [0.00, -0.01, -0.01], [-0.01, -0.02, 0.02], [0.00, 0.04, -0.03], [-0.01, -0.04, 0.05], [-0.01, 0.01, 0.01], [0.00, 0.00, 0.00], [0.00, -0.01, 0.00], [0.00, -0.01, 0.00], [-0.01, 0.00, 0.00], [0.01, 0.00, -0.01], [0.00, 0.01, 0.00], [0.00, 0.00, 0.00], [0.00, 0.00, 0.00], [0.01, 0.00, 0.00], [0.09, -0.09, 0.11], [-0.12, -0.11, -0.10], [-0.01, 0.03, -0.03], [0.04, -0.04, 0.00], [-0.02, 0.02, 0.04], [-0.02, 0.01, -0.04], [0.03, -0.05, -0.02], [0.00, 0.02, -0.01], [0.01, 0.02, 0.01], [0.00, 0.00, 0.00], [0.01, 0.00, 0.00], [-0.01, 0.00, 0.00], [0.00, 0.00, 0.00], [0.01, 0.00, 0.00]]}

---

no.,electronic energy (hartree)
1,-437.88759
2,-451.65718
3,-2902.47568